{"formula": "C52H43N5O2PtS", "method": "ωB97M-V/def2-TZVPD", "species": ["Pt", "S", "O", "O", "N", "N", "N", "N", "N", "C", "C", "C", "C", "C", "C", "C", "C", "C", "C", "C", "C", "C", "C", "C", "C", "C", "C", "C", "C", "C", "C", "C", "C", "C", "C", "C", "C", "C", "C", "C", "C", "C", "C", "C", "C", "C", "C", "C", "C", "C", "C", "C", "C", "C", "C", "C", "C", "C", "C", "C", "C", "H", "H", "H", "H", "H", "H", "H", "H", "H", "H", "H", "H", "H", "H", "H", "H", "H", "H", "H", "H", "H", "H", "H", "H", "H", "H", "H", "H", "H", "H", "H", "H", "H", "H", "H", "H", "H", "H", "H", "H", "H", "H", "H"], "coordinates": [[-0.672022, -0.543470, -0.381385], [4.076320, 0.052048, -5.152261], [-1.095990, -2.183411, 0.781333], [-1.273837, 1.202172, 0.447727], [0.814512, -0.486265, -2.015924], [1.158451, -0.195887, 1.028649], [-2.468393, 0.650909, -1.905241], [6.651192, 2.684756, -2.448541], [-1.891930, -1.972186, -1.924735], [1.088564, -2.530918, 1.762475], [4.812717, 2.435020, -3.963827], [1.714039, 1.024686, 1.013868], [-1.809259, 2.356198, 2.861414], [3.023416, -0.933021, -2.789175], [-2.067109, -4.164780, -2.872138], [6.939112, 1.400062, -2.632342], [-3.351726, 0.466153, -4.194882], [-1.692076, -3.268511, -1.854722], [2.935428, 1.268358, 1.626532], [-0.922633, -6.287348, 1.732270], [-3.438562, -1.687182, -5.276348], [-2.088003, 5.601877, -1.613481], [-2.276129, -1.178385, 3.017334], [-1.966823, 0.013251, 5.083283], [-1.838378, -5.590781, 3.833931], [3.586396, 0.239934, 2.280430], [-0.597300, -0.335895, 5.110492], [-2.869231, -2.282167, -4.124049], [-1.033593, 3.515264, -0.060463], [2.789824, -0.198770, -3.947699], [2.978302, -1.002005, 2.331356], [1.524098, 0.342344, -4.134566], [-0.087651, -1.130185, 4.124420], [-2.516786, -1.469816, -3.029359], [-2.815001, -0.083729, -3.064435], [-0.915550, 3.509493, -1.452815], [-1.676091, 4.593705, 0.534884], [-0.472180, 2.330622, 0.746472], [5.615189, 3.185687, -3.115827], [-0.585125, 2.581894, 2.248612], [-1.491113, -4.275042, 3.547692], [-0.573842, -4.978391, 1.449900], [-1.557655, -6.598170, 2.928344], [6.199650, 0.557087, -3.452468], [1.758172, -1.190217, 1.698890], [0.452999, 3.104348, 3.020961], [-3.650869, -0.340419, -5.315475], [0.986985, 2.113767, 0.294869], [-1.437019, 4.535820, -2.222577], [-0.913288, -1.568536, 3.053714], [0.566762, 0.175484, -3.152359], [-1.992454, 2.635311, 4.213648], [5.104748, 1.088425, -4.116002], [-0.857187, -3.955265, 2.353631], [0.290270, 3.353507, 4.381600], [-0.440228, -2.523153, 1.970744], [-2.200089, 5.627189, -0.235084], [-2.800789, -0.423410, 4.021494], [-2.631148, -3.670815, -4.011891], [2.020934, -1.044578, -1.850529], [-0.930148, 3.120644, 4.985817], [-3.085696, 0.466176, -1.121099], [-2.443435, 1.655561, -2.041645], [1.541709, 3.047670, 0.384707], [-1.772174, 4.650567, 1.610179], [-0.695529, -7.069840, 1.020486], [1.403036, 3.348958, 2.566196], [-2.397827, 0.531368, 5.928310], [-1.216974, -3.623248, -0.951073], [1.248509, -3.067035, 0.823066], [-0.422753, 0.592871, -3.261264], [3.988109, 2.892236, -4.494040], [3.368029, 2.258123, 1.574668], [6.479904, -0.479998, -3.576992], [4.544999, 0.404974, 2.754151], [-3.701395, -2.316387, -6.116546], [1.288320, 0.901848, -5.029134], [-1.884147, -5.221678, -2.741982], [-3.850835, -0.163745, 4.032545], [0.969473, 1.875237, -0.769626], [7.803455, 1.020555, -2.099812], [-2.492398, 6.407909, -2.210296], [-1.828711, -7.621166, 3.150293], [-1.726693, -3.513635, 4.280590], [1.112986, 3.758671, 4.955186], [-4.080467, 0.118080, -6.195408], [0.942128, -1.453559, 4.171568], [-2.331079, -5.822040, 4.768652], [0.018476, -0.007216, 5.936090], [-2.881847, -1.535140, 2.196526], [-1.076150, 3.351633, 6.032997], [-2.633617, 1.990446, 2.264491], [-2.981077, 2.553079, 4.648545], [-1.325452, 4.512491, -3.299311], [1.572368, -3.128866, 2.535273], [2.180072, -1.594353, -0.933171], [-2.906450, -4.325062, -4.829612], [-0.406786, 2.694940, -1.954960], [-3.578053, 1.525583, -4.219358], [5.415586, 4.241182, -2.970796], [3.982356, -1.400167, -2.613787], [-2.693991, 6.456422, 0.253316], [-0.077591, -4.757370, 0.513085], [3.440700, -1.829357, 2.852812]], "atomic_forces_ev_per_a": [[0.0, 0.0, 0.1], [-0.1, 0.1, 0.0], [0.1, -0.1, -0.1], [0.0, 0.2, -0.1], [0.0, 0.1, 0.0], [0.0, 0.0, 0.0], [0.0, 0.0, 0.0], [0.0, 0.0, 0.0], [0.0, -0.1, 0.0], [0.0, 0.0, 0.0], [0.0, 0.0, 0.0], [0.0, 0.0, 0.0], [0.0, 0.0, 0.0], [0.0, 0.0, 0.1], [0.0, 0.0, 0.0], [0.0, 0.0, 0.0], [0.0, 0.0, 0.0], [0.0, 0.0, 0.0], [0.0, 0.0, 0.0], [0.0, 0.0, 0.0], [0.0, 0.0, 0.0], [0.0, 0.0, 0.0], [0.0, 0.0, 0.0], [0.0, 0.1, 0.0], [0.0, 0.0, 0.0], [0.0, 0.0, 0.0], [0.0, 0.0, 0.0], [0.0, 0.0, 0.0], [0.0, 0.0, 0.0], [0.0, 0.0, 0.0], [0.0, 0.0, 0.0], [0.0, -0.1, -0.1], [0.0, 0.0, -0.1], [0.0, 0.0, 0.0], [0.0, 0.0, 0.0], [0.0, 0.0, 0.0], [0.0, 0.0, 0.0], [0.0, -0.1, 0.0], [0.0, 0.0, 0.0], [0.0, 0.0, 0.0], [0.0, 0.0, 0.0], [0.0, 0.0, 0.0], [0.0, 0.0, 0.0], [0.0, 0.0, 0.0], [0.0, 0.0, 0.0], [0.0, 0.0, 0.0], [0.0, 0.0, 0.0], [0.0, 0.0, 0.0], [0.0, 0.0, 0.0], [0.0, 0.0, 0.1], [0.1, 0.0, 0.0], [0.0, -0.1, 0.0], [0.1, -0.1, 0.0], [0.0, 0.0, 0.0], [0.0, 0.0, 0.0], [0.0, 0.0, 0.0], [0.0, 0.0, 0.0], [0.0, 0.0, 0.0], [0.0, 0.0, 0.0], [0.0, 0.0, 0.0], [0.0, 0.0, 0.0], [0.0, 0.0, 0.0], [0.0, 0.0, 0.0], [0.0, 0.0, 0.0], [0.0, 0.0, 0.0], [0.0, 0.0, 0.0], [0.0, 0.0, 0.0], [0.0, 0.0, 0.0], [0.0, 0.0, 0.0], [0.0, 0.0, 0.0], [0.0, 0.0, 0.0], [0.0, 0.0, 0.0], [0.0, 0.0, 0.0], [0.0, 0.0, 0.0], [0.0, 0.0, 0.0], [0.0, 0.0, 0.0], [0.0, 0.0, 0.0], [0.0, 0.0, 0.0], [0.0, 0.0, 0.0], [0.0, 0.0, 0.0], [0.0, 0.0, 0.0], [0.0, 0.0, 0.0], [0.0, 0.0, 0.0], [0.0, 0.0, 0.0], [0.0, 0.0, 0.0], [0.0, 0.0, 0.0], [0.0, 0.0, 0.0], [0.0, 0.0, 0.0], [0.0, 0.0, 0.0], [0.0, 0.0, 0.0], [0.0, 0.0, 0.0], [0.0, 0.0, 0.0], [0.0, 0.0, 0.0], [0.0, 0.0, 0.0], [0.0, 0.0, 0.0], [0.0, 0.0, 0.0], [0.0, 0.0, 0.0], [0.0, 0.0, 0.0], [0.0, 0.0, 0.0], [0.0, 0.0, 0.0], [0.0, 0.0, 0.0], [0.0, 0.0, 0.0], [0.0, 0.0, 0.0], [0.0, 0.0, 0.0]], "homo_lumo_gap_ev": [8.07, 4.00], "multiplicity": 5, "e_homo_ev": [-13.045, -13.015], "lumo_ev": [-5.0, -9.0], "s_squared": 6.027, "charge": 2}



{"formula": "C52H44Br4ClNaO7P4", "method": "ωB97M-V/def2-TZVPD", "species": ["Br", "Br", "Br", "Br", "Cl", "P", "P", "P", "P", "Na", "O", "O", "O", "O", "O", "O", "O", "C", "C", "C", "C", "C", "C", "C", "C", "C", "C", "C", "C", "C", "C", "C", "C", "C", "C", "C", "C", "C", "C", "C", "C", "C", "C", "C", "C", "C", "C", "C", "C", "C", "C", "C", "C", "C", "C", "C", "C", "C", "C", "C", "C", "C", "C", "C", "C", "C", "C", "C", "C", "H", "H", "H", "H", "H", "H", "H", "H", "H", "H", "H", "H", "H", "H", "H", "H", "H", "H", "H", "H", "H", "H", "H", "H", "H", "H", "H", "H", "H", "H", "H", "H", "H", "H", "H", "H", "H", "H", "H", "H", "H", "H", "H", "H"], "coordinates": [[-0.728056, -6.660066, 2.163572], [-3.274734, -6.938609, 4.283787], [-5.158220, -4.298866, 4.884114], [-4.537699, -1.467697, 3.308433], [-2.397886, -2.676630, -2.705997], [0.752865, -1.916297, 1.590767], [0.934972, -3.241121, -1.242924], [1.567399, 0.461135, -2.056192], [-1.266955, 1.912232, 0.789559], [-1.399396, -2.407220, -0.218880], [-3.204866, -2.372483, -3.838562], [-2.790560, -1.857660, -1.611371], [-0.621883, -3.908917, 0.949935], [-2.182226, -1.745246, 1.457902], [-1.036719, -2.407846, -3.028695], [0.622694, 3.283797, -0.999508], [-2.549791, -4.039607, -2.364498], [-1.759850, 6.034481, 0.963686], [-5.867478, 2.009797, 0.410190], [-5.031328, 2.255580, -0.666877], [1.755034, 2.826885, -0.389297], [-1.896884, -5.180925, 2.464152], [-2.441994, -2.851133, 2.034331], [3.864157, 1.401643, -3.533895], [3.264161, -3.149322, 2.089468], [0.006789, 5.569201, -0.587655], [4.351473, -4.658253, 0.579776], [4.098514, 0.992763, -5.892690], [-5.323473, 1.749482, 1.655505], [1.712667, -0.393506, 2.176928], [-3.662206, 2.233952, -0.492525], [3.559203, 3.061127, 1.186522], [-3.950356, 1.723486, 1.829993], [2.210232, -2.972636, 1.198940], [-0.271704, 2.810478, 3.302041], [-1.371012, 0.676780, 3.242663], [2.067886, -2.883239, -2.671151], [-0.492130, 1.515973, 5.311632], [3.512168, 1.199579, -0.301730], [4.141920, 1.902894, 0.706113], [-3.735497, -4.199268, 3.628899], [2.250880, -3.632275, -0.027557], [4.585293, 1.524937, -4.710908], [-1.108654, 3.750415, 0.562202], [-3.466847, -3.003183, 2.965314], [-1.610635, -4.016221, 1.763808], [-1.917940, 4.681740, 1.200772], [2.373534, 3.519521, 0.646702], [3.312216, -4.484953, -0.313118], [4.332599, -3.970551, 1.781769], [-0.146536, 4.211953, -0.332688], [-1.043238, 2.730080, -4.296717], [-0.799800, 6.480708, 0.069563], [-0.966434, 1.839667, 2.590294], [0.484157, -4.959467, -1.716899], [0.479529, -2.560671, 3.310316], [-2.241322, 2.075280, -4.048373], [2.163383, 0.200252, -4.718646], [-2.287218, 1.040763, -3.130337], [0.117806, 2.321371, -3.669939], [2.326084, 1.648005, -0.877230], [-1.164912, 0.534683, 4.600576], [0.079278, 1.268459, -2.758644], [-2.946514, -5.298515, 3.379765], [2.881960, 0.326103, -5.890277], [2.638051, 0.747330, -3.525924], [-3.107015, 1.953404, 0.753280], [-1.131980, 0.653705, -2.472506], [-0.026678, 2.641616, 4.654029], [3.917884, 0.256166, -0.643883], [-6.940402, 2.007755, 0.276928], [-1.014606, 3.552583, -5.001663], [5.153439, -4.078143, 2.480152], [3.339312, -5.021460, -1.252223], [1.915820, 4.418196, 1.036942], [-2.672326, 4.335855, 1.893565], [1.053123, 2.821374, -3.886087], [-0.676796, 7.539359, -0.114159], [1.278585, -0.035410, 3.109438], [5.176997, -5.321022, 0.342580], [2.496877, -0.099852, -6.806430], [-3.137785, 2.380531, -4.571144], [1.432255, -2.507593, -3.467585], [-0.323024, -4.903483, -2.440778], [0.087562, 3.699853, 2.802259], [-1.519891, -0.349606, 5.110943], [1.333509, -5.499192, -2.140768], [-0.314592, 1.394528, 6.373156], [1.584099, 0.385870, 1.429580], [2.613074, -3.763153, -3.011351], [5.060003, 1.536863, 1.140499], [2.778394, -2.111029, -2.378031], [-5.965517, 1.537889, 2.498259], [4.029951, 3.609036, 1.988435], [-2.388306, 6.746698, 1.478763], [2.778513, -0.559639, 2.319815], [4.662478, 1.096005, -6.810927], [0.540595, 3.389696, 5.194621], [5.537165, 2.041454, -4.703355], [0.757853, 5.895482, -1.292974], [1.318560, -2.324465, 3.962978], [4.259790, 1.824521, -2.620735], [1.217180, -0.322453, -4.709259], [-5.447551, 2.446634, -1.646981], [0.124696, -5.469043, -0.827599], [-0.418364, -2.091836, 3.708292], [3.265127, -2.631137, 3.038739], [-1.818002, -0.116206, 2.658285], [-3.003323, 2.430247, -1.326073], [-1.175368, -0.149778, -1.754073], [0.326547, -3.633922, 3.284375], [-3.203993, 0.510222, -2.926621], [-3.547822, 1.512733, 2.809005]], "atomic_forces_ev_per_a": [[0.0, 0.2, -0.1], [0.0, 0.0, 0.0], [0.0, 0.0, 0.0], [0.1, 0.1, -0.1], [-0.8, -0.2, -2.2], [0.9, 1.0, 0.9], [1.0, -0.7, -0.5], [0.0, 0.5, 0.0], [-0.3, 0.4, 0.4], [1.0, 0.3, -0.9], [-0.7, 0.3, -0.7], [-1.1, 1.2, 0.6], [0.1, -1.1, 0.4], [-0.8, 0.9, 1.1], [1.2, 0.3, -0.3], [0.1, 0.4, 0.0], [-0.1, -1.4, 0.7], [-0.1, 0.1, 0.1], [-0.1, 0.0, 0.1], [0.0, 0.1, -0.1], [0.5, -0.1, 0.0], [0.2, -0.5, 0.0], [-0.3, 0.1, 0.4], [-0.1, 0.0, 0.1], [0.2, 0.0, 0.1], [0.2, -0.1, -0.1], [0.1, -0.1, -0.1], [0.1, 0.1, 0.0], [-0.1, 0.0, 0.0], [-0.1, -0.1, -0.2], [0.1, 0.0, 0.1], [0.1, -0.1, 0.0], [0.1, 0.0, 0.0], [0.1, -0.1, -0.1], [0.0, 0.1, -0.1], [0.1, 0.1, -0.1], [-0.2, 0.1, 0.2], [0.0, 0.0, 0.1], [-0.1, 0.1, 0.0], [0.2, 0.0, 0.1], [-0.1, -0.4, 0.3], [0.0, 0.1, 0.1], [0.2, 0.0, -0.2], [0.4, -0.3, -0.4], [-0.4, 0.1, 0.2], [0.0, -0.4, 0.2], [0.1, 0.1, 0.0], [-0.3, 0.2, 0.0], [0.1, -0.1, -0.1], [0.1, 0.0, 0.2], [-0.3, 0.1, 0.3], [0.1, 0.2, -0.1], [0.1, 0.0, -0.1], [0.2, -0.1, 0.0], [-0.1, 0.0, 0.0], [-0.1, 0.0, -0.2], [-0.2, -0.1, 0.1], [0.1, -0.1, 0.1], [-0.1, 0.0, -0.2], [-0.1, 0.0, 0.0], [-0.3, -0.1, 0.0], [0.0, -0.1, 0.2], [0.0, -0.3, 0.1], [-0.3, -0.1, 0.3], [0.0, -0.1, -0.1], [0.1, -0.2, 0.1], [0.0, -0.2, 0.0], [0.3, 0.0, -0.1], [0.1, 0.1, 0.1], [0.1, -0.1, 0.0], [-0.1, 0.0, 0.0], [0.0, 0.0, 0.0], [0.0, 0.0, 0.1], [0.0, 0.0, -0.1], [0.0, 0.0, 0.0], [-0.1, 0.0, 0.0], [0.0, 0.0, 0.0], [0.0, 0.1, 0.0], [0.0, 0.1, 0.1], [0.0, 0.0, 0.0], [0.0, 0.0, -0.1], [-0.1, 0.0, 0.0], [0.1, 0.1, -0.3], [0.0, -0.1, -0.1], [0.0, 0.0, 0.0], [0.0, -0.1, 0.0], [0.0, 0.0, 0.0], [0.0, 0.0, 0.0], [0.0, 0.2, 0.0], [0.0, -0.1, 0.0], [0.1, -0.1, 0.0], [0.0, 0.0, -0.1], [-0.1, 0.0, 0.1], [0.0, 0.1, 0.1], [-0.1, 0.1, 0.0], [0.1, 0.0, 0.1], [0.0, 0.0, 0.0], [0.0, 0.0, 0.0], [0.0, 0.0, 0.0], [0.1, 0.0, -0.1], [0.1, 0.0, 0.0], [0.0, 0.0, 0.0], [-0.1, -0.1, -0.1], [0.0, 0.0, -0.1], [-0.1, 0.0, 0.1], [-0.1, 0.0, 0.1], [0.0, 0.0, 0.1], [-0.2, -0.3, 0.0], [0.0, 0.0, 0.0], [0.0, 0.0, -0.1], [0.0, -0.1, 0.0], [-0.1, -0.1, 0.0], [0.0, -0.1, 0.0]], "homo_lumo_gap_ev": 4.94, "e_homo_ev": -1.292, "lumo_ev": 3.7, "charge": -2}



The records above yield molar mass values of 997.1 1282.9 g mol⁻¹, respectively.
The records above yield ΔE to the lowest compared entry with this formula, charge and spin values of 13.2 35.1 kcal per mole, respectively.